The following is a DFT calculation (wB97M-V/def2-TZVPD) of a structure of composition C15H23I2OP2V in a non-equilibrium geometry.

Computed properties:
**ΔE to the lowest compared entry with this formula, charge and spin**: 56.6 kJ/mol
**Kohn-Sham gap (spin up / spin down)**: 0.184 / 0.185 hartree
**HOMO (spin up / spin down)**: -14.117 / -14.007 eV
**Total energy**: -2881.97484 hartree

Geometry as ORCA input:
```
! wB97M-V def2-TZVPD RIJCOSX def2/J DEFGRID3
* xyz 2 3
I 0.0005 -1.1796 -4.3757
I -0.0029 2.3218 -1.9816
V 0.1170 0.1461 -0.8165
P -2.1078 0.2283 0.4558
C -2.7886 0.0302 -1.2220
C -2.4816 -1.3132 1.2904
H -3.4813 -1.2587 1.7134
H -3.8793 1.5165 1.4281
H -1.7342 -1.4509 2.0912
H -2.2848 1.8842 2.1550
H -2.4907 -0.9187 -1.7211
H -2.3768 -2.1380 0.5634
C -2.8238 1.7051 1.2228
H -3.8773 -0.0254 -1.0484
H -2.7011 2.5635 0.5600
H -2.5978 0.8563 -1.9210
P 2.1731 0.1949 0.2928
C 2.9497 0.0346 -1.3448
C 2.7942 1.6298 1.2461
H 1.6765 -1.4418 1.9135
H 3.4494 -1.3383 1.6612
H 2.4092 -2.1832 0.4577
C 2.4787 -1.3427 1.1635
H 2.1988 1.6814 2.1633
H 3.8515 1.5068 1.4996
H 4.0207 -0.0110 -1.1120
H 2.7261 0.8861 -2.0025
H 2.6509 2.5442 0.6635
H 2.6292 -0.8998 -1.8550
C 0.0374 -1.6695 -1.3127
O 0.0028 -2.8472 -1.4825
C -0.4180 0.3820 1.1622
C 0.0440 0.1848 2.3490
C 0.0425 0.0471 3.7537
C -1.0576 0.5427 4.5259
C -1.0555 0.5495 5.9124
C 0.0276 -0.0161 6.6027
C 1.0693 -0.6246 5.9032
C 1.0726 -0.6123 4.5165
H -1.9495 0.9461 4.0309
H -1.9071 0.9408 6.4871
H 0.0307 0.0049 7.7052
H 1.8526 -1.1480 6.4869
H 1.9042 -1.1321 4.0249
*
```

Atomic partial charges in e from the natural (NBO) method, atoms 1 to 5: number 1, I, carries -0.1016; number 2, I, carries 0.0629; number 3, V, carries 0.2908; number 4, P, carries 1.5157; number 5, C, carries -0.9598

The following is a DFT calculation (wB97M-V/def2-TZVPD) of the molecule C22H27N3O4S.

Computed properties:
**ΔE to the lowest compared entry with this formula, charge and spin**: 164.1 kJ/mol
**Kohn-Sham gap**: 0.297 hartree
**HOMO**: -8.004 eV
**Total energy**: -1717.95594 hartree
**Structure (SMILES)**: COC[C@H](C)NS(=O)(=O)c1ccc(C(=O)NCCCn2ccc3ccccc32)cc1

Geometry as ORCA input:
```
! wB97M-V def2-TZVPD RIJCOSX def2/J DEFGRID3
* xyz 0 1
C -6.3061 -1.9887 -0.7670
O -6.2479 -1.5954 0.5905
C -5.0321 -1.8749 1.2319
C -3.8731 -0.9723 0.7656
C -2.6954 -1.0565 1.7343
N -4.3385 0.4007 0.6636
S -4.0298 1.1676 -0.7832
O -4.8736 2.3218 -0.8362
O -4.0593 0.2401 -1.8850
C -2.3351 1.6659 -0.5149
C -1.3239 1.0927 -1.2590
C -0.0088 1.4486 -1.0110
C 0.2807 2.3714 -0.0090
C 1.6822 2.7475 0.3624
O 1.9927 3.0203 1.5065
N 2.5628 2.7686 -0.6624
C 3.9695 3.0455 -0.4838
C 4.8093 1.7691 -0.5798
C 4.6250 0.8551 0.6503
N 4.5214 -0.5269 0.2736
C 5.5690 -1.3090 -0.1318
C 5.1228 -2.5166 -0.5717
C 3.7057 -2.4986 -0.4526
C 2.6981 -3.4176 -0.7438
C 1.3904 -3.0606 -0.5060
C 1.0661 -1.8121 0.0321
C 2.0409 -0.8870 0.3380
C 3.3633 -1.2296 0.0805
C -0.7536 2.9295 0.7405
C -2.0669 2.5837 0.4823
H -7.3368 -1.8323 -1.0786
H -5.6430 -1.3892 -1.3974
H -6.0494 -3.0491 -0.8728
H -4.7503 -2.9292 1.0965
H -5.2232 -1.6914 2.2933
H -3.5459 -1.2858 -0.2338
H -1.8850 -0.4154 1.3969
H -2.3350 -2.0800 1.7986
H -3.0024 -0.7274 2.7234
H -5.3121 0.5018 0.9189
H -1.5814 0.3725 -2.0195
H 0.7802 0.9689 -1.5714
H 2.2520 2.5244 -1.5885
H 4.0831 3.5004 0.5028
H 4.2889 3.7612 -1.2470
H 4.5100 1.2182 -1.4756
H 5.8585 2.0415 -0.6959
H 3.7161 1.1338 1.1854
H 5.4676 0.9759 1.3369
H 6.5741 -0.9369 -0.0657
H 5.7217 -3.3271 -0.9363
H 2.9463 -4.3879 -1.1479
H 0.5944 -3.7555 -0.7305
H 0.0293 -1.5682 0.2132
H 1.7771 0.0647 0.7746
H -0.5023 3.6258 1.5261
H -2.8883 3.0040 1.0392
*
```

Atomic partial charges in e from the natural (NBO) method, atoms 1 to 5: number 1, C, carries -0.2673; number 2, O, carries -0.5413; number 3, C, carries -0.0668; number 4, C, carries -0.1043; number 5, C, carries -0.6100

The following is a DFT calculation (wB97M-V/def2-TZVPD) of the molecule C6H6 in a non-equilibrium geometry.

Computed properties:
**ΔE to the lowest compared entry with this formula, charge and spin**: 265.3 kJ/mol
**Kohn-Sham gap (spin up / spin down)**: 0.211 / 0.252 hartree
**HOMO (spin up / spin down)**: -4.665 / -8.756 eV
**Total energy**: -231.89260 hartree

Geometry as ORCA input:
```
! wB97M-V def2-TZVPD RIJCOSX def2/J DEFGRID3
* xyz 0 3
C -0.0393 -0.2752 0.1037
C -0.0769 -0.5368 1.3683
C -0.0496 -0.7504 2.6773
C 0.4849 1.0764 -1.6296
C 0.4635 -0.3986 -1.2481
C -0.7751 0.4602 -0.9335
H -0.3618 -1.7427 3.2095
H 0.4732 -0.0822 3.3273
H 0.9246 1.9732 -1.2464
H 0.2792 1.1971 -2.6347
H 0.4350 -1.2281 -1.9338
H -1.7576 0.3071 -1.0600
*
```

Atomic partial charges in e from the natural (NBO) method, atoms 1 to 5: number 1, C, carries -0.0119; number 2, C, carries 0.0385; number 3, C, carries -0.5361; number 4, C, carries -0.3738; number 5, C, carries -0.2337

The following is a DFT calculation (wB97M-V/def2-TZVPD) of a structure of composition C24H27FN3O2PTi.

Computed properties:
**Kohn-Sham gap (spin up / spin down)**: 0.180 / 0.303 hartree
**HOMO (spin up / spin down)**: -5.261 / -8.586 eV
**Total energy**: -2536.22266 hartree

Geometry as ORCA input:
```
! wB97M-V def2-TZVPD RIJCOSX def2/J DEFGRID3
* xyz 0 3
Ti -0.3608 0.0717 0.0709
O 3.4486 -0.3474 -1.4903
C 2.2712 -0.2113 -1.2441
N 1.6483 -0.0656 -0.0311
C 2.3635 0.0288 1.1658
O 3.5710 0.0647 1.2841
C 1.4426 0.0667 2.3259
C 1.9548 0.0517 3.6161
C 1.1079 0.0138 4.7035
C -0.2756 -0.0180 4.4501
C -0.7253 -0.0048 3.1595
N 0.0916 0.0383 2.0674
C 1.2788 -0.1984 -2.3880
C 1.7449 -0.2591 -3.6936
C 0.8392 -0.2110 -4.7342
C -0.5155 -0.0927 -4.4376
C -0.9026 -0.0353 -3.1174
N -0.0312 -0.0902 -2.1011
H 3.0317 0.0673 3.7178
H 1.4888 0.0033 5.7147
H -0.9904 -0.0454 5.2613
H -1.7862 -0.0275 2.9493
H 2.8118 -0.3369 -3.8477
H 1.1743 -0.2552 -5.7618
H -1.2556 -0.0366 -5.2236
H -1.9434 0.0834 -2.8401
C -2.0984 -4.5696 -1.7632
C -1.4292 -3.2022 -1.6450
P -1.6016 -2.3244 -0.0310
C -3.4352 -2.1842 0.1366
C -3.8829 -1.1431 1.1623
C -1.1043 -3.6373 1.1592
C -0.9290 -3.1662 2.6021
H -1.9717 -4.9627 -2.7722
H -3.1694 -4.5086 -1.5649
H -1.6659 -5.2928 -1.0742
H -1.8276 -2.5258 -2.4057
H -0.3561 -3.2778 -1.8433
H -3.8565 -3.1647 0.3690
H -3.8083 -1.8999 -0.8513
H -3.5540 -1.4044 2.1678
H -4.9700 -1.0638 1.1812
H -3.4831 -0.1573 0.9130
H -0.1545 -4.0302 0.7840
H -1.8348 -4.4467 1.1027
H -0.1454 -2.4114 2.6763
H -0.6531 -4.0069 3.2390
H -1.8466 -2.7368 3.0041
F -3.2457 5.6872 -0.2180
C -2.6059 4.4974 -0.1632
C -1.9957 4.0097 -1.2994
C -1.3499 2.7804 -1.2281
C -1.2814 2.0206 -0.0491
C -1.9082 2.5890 1.0721
C -2.5744 3.8090 1.0308
H -2.0277 4.5888 -2.2138
H -0.8675 2.4257 -2.1328
H -1.8646 2.0863 2.0318
H -3.0484 4.2331 1.9071
*
```

Atomic partial charges in e from the natural (NBO) method, atoms 1 to 5: number 1, Ti, carries 1.4999; number 2, O, carries -0.5466; number 3, C, carries 0.6343; number 4, N, carries -0.8436; number 5, C, carries 0.6337